{"formula": "C5H11NO2", "method": "wB97M-V/def2-TZVPD", "e_above_lowest_kj_mol": 389.84, "total_charge": 0, "gap_ev": [7.89, 7.89], "homo_ev": [-8.21, -8.21], "elements": ["C", "C", "C", "C", "N", "C", "O", "O", "H", "H", "H", "H", "H", "H", "H", "H", "H", "H", "H"], "positions_angstrom": [[-0.67, -0.23, -0.08], [0.70, 1.81, 0.08], [-1.46, 0.17, 1.12], [-1.32, -1.14, -1.07], [0.38, 0.52, -0.51], [1.47, -0.69, -0.41], [2.35, -0.26, 0.61], [1.90, -1.25, -1.43], [3.11, -0.85, 0.53], [0.64, -1.40, 0.24], [1.58, 2.21, -0.42], [-0.12, 2.51, -0.07], [0.94, 1.75, 1.15], [-1.83, -1.97, -0.58], [-2.06, -0.55, -1.61], [-2.14, -0.63, 1.42], [-2.07, 1.05, 0.86], [-0.82, 0.44, 1.96], [-0.59, -1.51, -1.80]], "mulliken_charge": [0.594, -0.992, -1.428, -1.227, 0.060, 0.551, -0.444, -0.675, 0.329, 0.067, 0.298, 0.356, 0.361, 0.385, 0.345, 0.425, 0.349, 0.310, 0.337]}

---

{"formula": "C5H11NO2", "method": "wB97M-V/def2-TZVPD", "e_above_lowest_kj_mol": 282.77, "total_charge": 0, "smiles": "CCC(=O)N(O)CC", "gap_ev": 10.09, "homo_ev": -9.48, "elements": ["C", "C", "C", "O", "N", "O", "C", "C", "H", "H", "H", "H", "H", "H", "H", "H", "H", "H", "H"], "positions_angstrom": [[1.49, 1.67, -0.19], [0.06, 1.81, -0.70], [-0.88, 0.72, -0.17], [-1.89, 1.03, 0.44], [-0.75, -0.47, -0.83], [0.39, -0.80, -1.55], [-1.03, -1.47, 0.35], [-0.07, -1.72, 1.50], [1.97, 0.76, -0.55], [2.10, 2.50, -0.56], [1.52, 1.69, 0.90], [0.05, 1.79, -1.79], [-0.36, 2.76, -0.37], [0.08, -1.25, -2.35], [-1.12, -2.40, -0.22], [-2.04, -1.25, 0.70], [-0.08, -0.89, 2.20], [-0.39, -2.61, 2.05], [0.94, -1.88, 1.13]], "mulliken_charge": [-1.053, -0.525, 0.510, -0.615, 0.015, -0.354, -0.497, -1.019, 0.293, 0.343, 0.298, 0.283, 0.303, 0.355, 0.376, 0.347, 0.290, 0.369, 0.280]}

---

{"formula": "C5H11NO2", "method": "wB97M-V/def2-TZVPD", "e_above_lowest_kj_mol": 79.27, "s2": 0.76, "total_charge": 1, "gap_ev": [12.83, 7.14], "spin_multiplicity": 2, "homo_ev": [-15.96, -15.90], "elements": ["C", "C", "C", "C", "N", "C", "O", "O", "H", "H", "H", "H", "H", "H", "H", "H", "H", "H", "H"], "positions_angstrom": [[1.31, 1.12, 0.46], [0.23, 0.08, 0.03], [-0.20, 0.25, -1.44], [0.33, -0.86, -2.35], [-0.85, 0.28, 0.94], [-1.10, -0.69, 1.96], [-1.62, -0.11, 3.01], [-0.87, -1.84, 1.79], [2.27, 0.62, 0.53], [1.21, 1.63, 1.41], [1.37, 1.84, -0.35], [0.61, -0.90, 0.29], [0.06, 1.26, -1.76], [-1.30, 0.33, -1.53], [0.86, -0.41, -3.19], [-0.41, -1.51, -2.79], [1.02, -1.51, -1.84], [-1.09, 1.25, 1.16], [-1.83, -0.82, 3.66]], "mulliken_charge": [-1.343, 0.232, -0.559, -1.196, -0.027, 0.467, -0.410, -0.419, 0.326, 0.453, 0.325, 0.527, 0.436, 0.384, 0.297, 0.329, 0.389, 0.367, 0.423]}

---

{"formula": "C5H11NO3", "method": "wB97M-V/def2-TZVPD", "e_above_lowest_kj_mol": 467.24, "total_charge": 0, "gap_ev": 8.44, "homo_ev": -7.83, "elements": ["C", "C", "C", "C", "N", "C", "O", "O", "O", "H", "H", "H", "H", "H", "H", "H", "H", "H", "H", "H"], "positions_angstrom": [[-0.98, 0.50, 1.29], [0.27, -0.50, 0.22], [-0.53, 1.89, 1.70], [1.29, -1.80, -2.31], [1.77, -0.84, -1.34], [0.41, 0.43, -0.80], [-2.14, 0.43, 0.52], [-1.07, -0.28, 2.44], [0.09, 1.39, -1.39], [-2.63, 1.27, 0.49], [-1.81, -0.91, 2.36], [2.47, -0.22, -1.73], [1.07, -0.62, 0.94], [-0.37, -1.34, -0.01], [-1.30, 2.35, 2.34], [0.40, 1.84, 2.26], [-0.42, 2.54, 0.83], [2.11, -2.42, -2.70], [0.88, -1.32, -3.22], [0.49, -2.40, -1.88]], "mulliken_charge": [0.578, -0.555, -1.394, -0.735, -0.553, 0.789, -0.543, -0.535, -0.431, 0.315, 0.336, 0.214, 0.326, 0.248, 0.413, 0.335, 0.388, 0.299, 0.259, 0.245]}

---

{"formula": "C5H11NO3", "method": "wB97M-V/def2-TZVPD", "e_above_lowest_kj_mol": 426.88, "total_charge": 0, "smiles": "CC(=O)OO.C/C=C\\N", "gap_ev": 8.38, "homo_ev": -7.82, "elements": ["C", "C", "O", "O", "O", "H", "H", "H", "H", "C", "C", "C", "N", "H", "H", "H", "H", "H", "H", "H"], "positions_angstrom": [[-2.25, 1.04, -0.18], [-1.86, -0.06, 0.76], [-2.57, -0.43, 1.68], [-1.10, -1.02, 0.08], [-1.02, -2.23, 0.80], [-1.46, 1.20, -0.91], [-2.42, 1.95, 0.40], [-3.16, 0.82, -0.72], [-1.81, -2.16, 1.39], [1.20, 1.45, -0.68], [1.78, 0.58, 0.41], [2.16, -0.71, 0.23], [1.66, -1.58, -0.70], [1.88, 1.74, -1.48], [0.44, 0.86, -1.19], [0.79, 2.35, -0.23], [2.41, 1.14, 1.10], [2.83, -1.17, 0.94], [1.60, -2.55, -0.41], [0.91, -1.23, -1.28]], "mulliken_charge": [-0.865, 0.765, -0.614, -0.091, -0.351, 0.212, 0.298, 0.282, 0.331, -0.824, -0.266, -0.168, -0.494, 0.331, 0.014, 0.282, 0.329, 0.338, 0.263, 0.229]}

---

{"formula": "C5H11NO3", "method": "wB97M-V/def2-TZVPD", "e_above_lowest_kj_mol": 234.36, "total_charge": 0, "smiles": "NC(=O)C=O.CCCO", "gap_ev": 8.46, "homo_ev": -9.27, "elements": ["N", "C", "O", "C", "O", "H", "H", "H", "C", "C", "C", "O", "H", "H", "H", "H", "H", "H", "H", "H"], "positions_angstrom": [[-2.44, 0.12, -1.65], [-2.01, -0.37, -0.47], [-2.58, -0.27, 0.59], [-0.71, -1.16, -0.59], [-0.12, -1.30, -1.67], [-3.29, 0.65, -1.69], [-1.90, -0.05, -2.48], [-0.49, -1.78, 0.29], [0.35, 0.86, 1.87], [0.78, 0.86, 0.42], [2.04, -0.34, 0.14], [2.29, -0.58, -1.16], [-0.33, 0.04, 2.09], [1.20, 0.76, 2.54], [-0.16, 1.79, 2.12], [1.43, 1.71, 0.20], [-0.04, 1.10, -0.27], [1.68, -1.22, 0.69], [2.91, 0.09, 0.63], [1.39, -0.91, -1.60]], "mulliken_charge": [-0.350, 0.394, -0.585, 0.283, -0.654, 0.230, 0.224, 0.447, -1.051, -0.513, -0.767, -0.591, 0.245, 0.369, 0.320, 0.365, 0.436, 0.349, 0.424, 0.427]}

---

{"formula": "C5H11NO4", "method": "wB97M-V/def2-TZVPD", "e_above_lowest_kj_mol": 356.75, "total_charge": 0, "gap_ev": 8.48, "homo_ev": -8.18, "elements": ["C", "C", "C", "C", "C", "N", "O", "O", "O", "O", "H", "H", "H", "H", "H", "H", "H", "H", "H", "H", "H"], "positions_angstrom": [[1.37, 0.89, -0.24], [-1.23, 0.64, -0.42], [-1.05, -0.85, -0.75], [0.43, -0.75, 1.38], [-0.33, -1.64, 0.38], [0.27, 1.41, -0.77], [2.17, 1.64, 0.51], [2.01, -0.14, -0.84], [-1.45, 0.91, 0.84], [-2.10, 1.24, -1.31], [3.01, 1.19, 0.65], [1.45, -0.49, -1.55], [-0.33, 0.32, 1.34], [-2.60, 1.90, -0.80], [0.13, 2.36, -0.44], [-2.06, -1.24, -0.91], [-0.54, -0.93, -1.71], [0.11, -0.94, 2.41], [1.50, -0.93, 1.37], [0.34, -2.38, -0.07], [-1.10, -2.20, 0.92]], "mulliken_charge": [0.223, 0.728, -1.071, -1.046, -0.346, -0.257, -0.441, -0.413, -0.730, -0.525, 0.392, 0.396, 0.484, 0.359, 0.286, 0.362, 0.325, 0.436, 0.235, 0.272, 0.332]}

---

{"formula": "C5H11NO4", "method": "wB97M-V/def2-TZVPD", "e_above_lowest_kj_mol": 99.30, "total_charge": 0, "smiles": "CNCC(C)(O)O.O=C=O", "gap_ev": 9.93, "homo_ev": -9.38, "elements": ["C", "N", "C", "C", "C", "O", "O", "H", "H", "H", "H", "H", "H", "H", "H", "H", "H", "H", "O", "C", "O"], "positions_angstrom": [[0.76, -0.49, -1.87], [0.99, -0.06, -0.50], [0.12, -0.64, 0.51], [-1.29, 0.00, 0.63], [-1.23, 1.50, 0.89], [-1.99, -0.30, -0.56], [-1.96, -0.57, 1.73], [-0.28, -0.34, -2.18], [1.01, -1.55, -1.94], [1.42, 0.07, -2.53], [1.25, 1.00, -0.34], [0.01, -1.71, 0.30], [0.59, -0.52, 1.49], [-0.88, 2.02, 0.01], [-2.23, 1.85, 1.14], [-0.57, 1.71, 1.73], [-2.88, 0.08, -0.48], [-2.00, -1.53, 1.61], [2.99, 0.98, 0.33], [2.92, -0.20, 0.09], [3.25, -1.30, -0.07]], "mulliken_charge": [-0.990, -0.168, -1.126, 1.210, -1.624, -0.556, -0.579, 0.256, 0.293, 0.381, 0.471, 0.454, 0.321, 0.385, 0.441, 0.353, 0.334, 0.336, -0.542, 0.794, -0.447]}

---

Number 1: electronic energy -10945.22654 eV. Number 2: electronic energy -10946.33622 eV. Number 3: electronic energy -10939.65510 eV. Number 4: electronic energy -12992.00896 eV. Number 5: electronic energy -12992.42730 eV. Number 6: electronic energy -12994.42264 eV. Number 7: electronic energy -15040.90356 eV. Number 8: electronic energy -15043.57180 eV.